<P>
DFT (wB97M-V/def2-TZVPD) results for 10 unconnected molecules or ions with the total composition C5H27NO9.

Properties
- HOMO-LUMO gap: 0.2641 hartree
- Lowest unoccupied orbital energy: -0.14 eV
- Highest occupied orbital energy: -7.33 eV
- Structure (SMILES): C=C/C=C/NC.O.O.O.O.O.O.O.O.O

Cartesian coordinates (Å):
C  -2.589  -0.187  -0.573
N  -1.184  0.046  -0.740
C  -0.206  -0.783  -0.300
C  1.111  -0.407  -0.635
C  2.314  -1.066  -0.332
C  2.315  -2.016  0.631
H  -2.791  -0.733  0.394
H  -3.303  0.658  -0.702
H  -3.005  -0.974  -1.307
H  -0.996  0.663  -1.482
H  -0.447  -1.623  0.346
H  1.159  0.533  -1.305
H  3.250  -0.968  -1.003
H  2.993  -2.913  0.489
H  1.465  -2.338  1.227
H  2.130  2.533  -2.489
H  2.375  1.211  -1.787
O  2.287  1.636  -2.678
H  -0.318  -3.742  -1.643
H  -0.483  -2.303  -1.666
O  -0.938  -3.117  -1.395
H  -2.638  2.409  0.026
H  -1.481  3.156  0.556
O  -2.032  3.142  -0.189
H  -2.053  -1.483  2.278
H  -0.610  -2.027  2.040
O  -1.176  -1.152  2.328
H  -0.285  0.622  3.516
H  0.931  0.204  4.304
O  0.271  0.858  4.282
H  -0.369  -3.993  0.942
H  0.060  -4.215  2.480
O  -0.082  -3.579  1.768
H  -0.414  1.764  1.705
H  -0.499  2.842  2.861
O  -0.412  2.660  1.905
H  1.259  1.092  -3.822
H  0.421  -0.215  -4.222
O  0.559  0.764  -4.217
H  1.800  4.310  -0.043
H  0.321  4.453  -0.630
O  1.287  4.281  -0.921

---

<Q>
DFT (wB97M-V/def2-TZVPD) results for 10 unconnected molecules or ions with the total composition C5H27NO9.

Properties
- HOMO-LUMO gap: 0.2948 hartree
- Lowest unoccupied orbital energy: -0.13 eV
- Highest occupied orbital energy: -8.16 eV
- Structure (SMILES): C=CC(=C)NC.O.O.O.O.O.O.O.O.O

Cartesian coordinates (Å):
C  0.108  -2.840  -1.468
N  0.142  -1.412  -1.895
C  -0.944  -0.600  -2.042
C  -2.167  -1.085  -1.854
C  -0.242  0.811  -3.906
C  -0.670  0.751  -2.611
H  -0.103  -2.798  -0.383
H  -0.800  -3.199  -2.074
H  0.947  -3.404  -1.890
H  1.010  -1.018  -1.968
H  -2.311  -2.080  -1.607
H  -3.195  -0.520  -1.883
H  -0.271  -0.056  -4.587
H  -0.271  1.717  -4.448
H  -0.620  1.723  -2.086
H  3.472  0.888  1.954
H  2.939  -0.452  1.623
O  3.353  0.021  2.382
H  4.179  -0.276  -1.823
H  3.263  -1.349  -1.764
O  3.315  -0.499  -2.198
H  -1.371  1.876  3.967
H  -1.998  0.643  4.600
O  -2.158  1.304  3.893
H  1.275  0.020  4.435
H  0.758  -0.202  3.028
O  0.501  0.112  3.946
H  -2.666  0.177  1.865
H  -1.814  -0.341  0.793
O  -2.629  -0.494  1.197
H  0.258  2.683  1.202
H  0.524  3.949  0.475
O  -0.207  3.407  0.722
H  1.206  -0.280  0.571
H  1.742  0.532  -0.783
O  1.686  0.558  0.257
H  1.237  -2.509  2.116
H  0.956  -2.404  0.515
O  1.414  -1.976  1.327
H  -2.947  3.432  0.542
H  -3.343  2.144  -0.020
O  -3.558  3.046  -0.121

---

Which one is most stable, and which one is least stable? <Q> is the most stable of them, while <P> is the least stable.